Molecular formula: C38H50CrN6S
Method: DFT, ωB97M-V with the def2-TZVPD basis set

Each line ends with the Mulliken spin population.
Geometry (Å):
Cr (0.45, -0.47, -0.17)  3.736
C (-5.50, 1.22, -1.72)  -0.001
C (-4.41, 1.13, -2.79)  0.003
C (-3.27, 0.25, -2.37)  -0.001
C (-3.07, -1.09, -2.62)  0.035
C (-3.94, -2.02, -3.41)  0.000
C (-4.82, -2.90, -2.53)  0.003
C (-1.87, -1.45, -1.94)  0.047
N (-1.37, -0.36, -1.25)  -0.055
C (-2.22, 0.66, -1.51)  0.017
C (-2.02, 2.03, -1.04)  -0.050
C (-1.69, 2.39, 0.21)  0.072
C (-1.01, 3.65, 0.60)  0.005
C (-1.71, 4.97, 0.36)  -0.003
C (-1.29, 5.62, -0.96)  0.002
C (0.22, 3.55, 1.14)  0.011
C (0.88, 2.22, 1.10)  0.097
C (2.29, 2.08, 1.11)  -0.053
C (2.94, 0.87, 0.89)  0.078
N (2.38, -0.26, 0.40)  -0.047
C (3.36, -1.22, 0.34)  0.098
C (3.20, -2.48, -0.15)  -0.041
C (2.01, -3.00, -0.75)  0.132
N (0.87, -2.30, -0.90)  -0.015
C (0.00, -3.11, -1.61)  -0.001
C (-1.24, -2.69, -2.06)  -0.029
C (0.62, -4.37, -1.87)  0.025
C (1.88, -4.31, -1.33)  -0.015
C (2.96, -5.35, -1.37)  0.001
C (3.97, -5.10, -2.50)  0.000
C (-0.02, -5.54, -2.56)  0.002
C (-0.92, -6.35, -1.62)  0.002
C (4.62, -0.65, 0.84)  0.019
C (4.37, 0.64, 1.14)  0.001
C (5.30, 1.65, 1.72)  0.002
C (5.17, 1.76, 3.25)  0.000
C (5.90, -1.42, 0.99)  0.000
C (5.90, -2.31, 2.23)  0.002
N (0.13, 1.14, 0.93)  -0.114
C (0.97, 4.74, 1.68)  0.002
C (0.86, 4.83, 3.20)  0.000
H (-6.32, 1.86, -2.04)  0.000
H (-5.08, 1.63, -0.79)  0.000
H (-5.90, 0.23, -1.49)  0.001
H (-4.03, 2.13, -3.01)  0.000
H (-4.84, 0.75, -3.72)  0.000
H (-3.33, -2.64, -4.07)  0.001
H (-4.58, -1.42, -4.08)  0.000
H (-4.21, -3.50, -1.85)  0.000
H (-5.43, -3.58, -3.13)  -0.001
H (-5.49, -2.29, -1.92)  0.000
H (-2.06, 2.80, -1.81)  0.009
H (-1.51, 5.65, 1.18)  0.000
H (-2.79, 4.80, 0.33)  0.000
H (-0.21, 5.79, -0.98)  0.000
H (-1.79, 6.58, -1.10)  0.000
H (-1.54, 4.99, -1.82)  0.000
H (2.91, 2.93, 1.34)  0.000
H (4.06, -3.14, -0.14)  -0.001
H (-1.79, -3.42, -2.64)  0.003
H (2.50, -6.33, -1.51)  0.000
H (3.48, -5.38, -0.41)  -0.001
H (3.47, -5.11, -3.47)  0.001
H (4.75, -5.86, -2.50)  -0.001
H (4.44, -4.12, -2.39)  0.000
H (0.75, -6.18, -2.97)  0.000
H (-0.61, -5.18, -3.41)  0.000
H (-0.34, -6.75, -0.79)  0.000
H (-1.39, -7.18, -2.14)  -0.001
H (-1.71, -5.72, -1.20)  0.000
H (5.11, 2.63, 1.27)  0.000
H (6.33, 1.40, 1.46)  0.000
H (4.16, 2.05, 3.53)  0.001
H (5.87, 2.50, 3.65)  0.000
H (5.39, 0.80, 3.72)  0.000
H (6.73, -0.72, 1.04)  0.000
H (6.06, -2.03, 0.10)  0.000
H (5.80, -1.72, 3.13)  0.000
H (6.82, -2.89, 2.30)  -0.001
H (5.06, -3.02, 2.20)  0.000
H (0.61, 5.66, 1.22)  0.000
H (2.03, 4.68, 1.40)  0.000
H (-0.19, 4.96, 3.50)  0.000
H (1.43, 5.68, 3.60)  0.000
H (1.22, 3.92, 3.67)  0.000
C (-4.56, 3.68, 3.76)  0.001
N (-3.97, 3.15, 2.54)  0.000
C (-3.74, 1.88, 2.19)  0.005
N (-4.34, 0.93, 2.90)  0.000
S (-1.57, 1.19, 1.49)  0.020
H (-3.82, 4.28, 4.30)  0.000
H (-4.87, 2.88, 4.43)  0.000
H (-5.43, 4.30, 3.55)  0.000
H (-3.42, 3.81, 2.01)  -0.001
H (-4.85, 1.06, 3.77)  0.000
H (-4.12, -0.02, 2.66)  0.000

For the electronic energy, the calculation gives -3249.2025 Ha. The LUMO energy (alpha / beta) is -0.45 / -0.62 eV. The calculation puts the strongest force on any atom at 0.016 hartree/bohr. The energy above the lowest of the compared OMol25 structures with the same formula, charge and spin comes out at 0.0 kcal/mol. The value obtained for the gap between HOMO and LUMO (alpha / beta) is 0.2073 / 0.2024 Eh. The value obtained for the HOMO energy (alpha / beta) is -6.096 / -6.127 eV. Its multiplicity is 5.

***

Molecular formula: C38H50F7N3O17P2S
Method: DFT, ωB97M-V with the def2-TZVPD basis set

Each line ends with the Mulliken charge.
Geometry (Å):
C (-1.93, -2.54, 8.54)  -1.088
C (-2.51, -2.57, 7.02)  -0.334
P (-1.51, -1.55, 5.79)  0.155
C (0.27, -2.26, 5.94)  -0.636
C (-1.96, -1.83, 3.99)  0.634
C (-1.00, -1.13, 2.95)  -0.466
C (0.23, -0.20, 3.38)  -0.338
O (0.15, 1.15, 2.76)  -0.144
C (0.45, 2.15, 3.71)  0.671
F (-0.59, 2.33, 4.68)  -0.247
F (1.73, 2.02, 4.32)  -0.185
F (0.50, 3.38, 2.98)  -0.280
C (-1.20, -1.30, 1.38)  -0.068
P (-0.09, -0.56, 0.06)  1.054
N (-0.20, -1.53, -1.23)  -0.955
O (1.56, -0.59, 0.55)  -0.340
O (-0.58, 1.00, -0.44)  -0.439
C (-2.40, -2.15, 0.92)  -0.619
C (-3.43, -2.85, 1.91)  0.363
N (-4.49, -3.55, 1.26)  -0.408
C (-5.32, -4.09, 2.28)  0.183
S (-6.82, -5.05, 1.67)  1.219
O (-6.91, -4.84, 0.17)  -0.594
O (-8.11, -4.55, 2.26)  -0.511
F (-6.59, -6.72, 1.87)  -0.255
C (-5.14, -4.00, 3.82)  -0.069
C (-6.17, -4.68, 4.86)  0.597
F (-7.38, -3.94, 4.98)  -0.205
F (-6.37, -6.06, 4.63)  -0.205
F (-5.56, -4.60, 6.17)  -0.227
N (-4.06, -3.28, 4.39)  -0.175
C (-3.17, -2.69, 3.43)  0.023
H (-1.12, -3.37, 8.58)  0.296
H (-1.46, -1.53, 8.80)  0.280
H (-2.79, -2.83, 9.24)  0.342
H (-3.60, -2.24, 6.97)  0.393
H (-2.50, -3.68, 6.71)  0.301
H (0.38, -2.71, 6.99)  0.338
H (0.43, -3.13, 5.20)  0.311
H (1.07, -1.45, 5.85)  0.100
H (1.21, -0.73, 3.05)  -0.203
H (0.33, -0.02, 4.50)  0.515
H (-0.57, -1.01, -2.04)  0.250
H (1.69, -1.46, 1.03)  0.326
H (-0.11, 1.17, -1.29)  0.280
H (-2.54, -2.26, -0.22)  0.418
O (3.42, -3.97, 6.78)  -0.607
C (3.99, -2.91, 6.77)  0.555
C (5.35, -2.64, 6.20)  -0.095
C (5.70, -1.30, 6.81)  -0.580
C (4.34, -0.67, 6.99)  0.000
O (3.45, -1.75, 7.25)  -0.374
H (5.28, -2.59, 5.11)  -0.082
H (6.06, -3.41, 6.51)  0.370
H (6.37, -0.70, 6.20)  0.291
H (6.17, -1.45, 7.79)  0.309
H (4.00, -0.15, 6.09)  -0.112
H (4.32, 0.03, 7.82)  0.373
O (3.64, -1.00, 3.85)  -0.537
C (4.41, -0.61, 3.00)  0.430
C (4.42, 0.76, 2.39)  0.039
C (5.28, 0.55, 1.16)  -0.822
C (6.20, -0.57, 1.58)  -0.303
O (5.42, -1.37, 2.49)  -0.363
H (4.88, 1.46, 3.09)  0.382
H (3.42, 1.09, 2.13)  -0.057
H (5.82, 1.45, 0.84)  0.441
H (4.65, 0.23, 0.32)  0.233
H (7.08, -0.21, 2.12)  0.195
H (6.52, -1.18, 0.74)  0.417
O (-0.23, 0.36, -3.92)  -0.582
C (-1.05, 1.24, -3.98)  0.316
C (-1.65, 1.80, -5.24)  -0.144
C (-2.27, 3.09, -4.75)  -0.217
C (-2.61, 2.76, -3.32)  -0.614
O (-1.60, 1.84, -2.89)  -0.353
H (-2.39, 1.10, -5.62)  0.211
H (-0.88, 1.99, -5.99)  0.346
H (-3.13, 3.41, -5.33)  0.117
H (-1.53, 3.89, -4.78)  0.203
H (-3.59, 2.27, -3.22)  0.275
H (-2.60, 3.65, -2.68)  0.343
O (-2.39, 3.90, -7.53)  -0.597
C (-3.35, 3.35, -8.01)  0.467
C (-4.65, 4.01, -8.37)  0.072
C (-5.57, 2.83, -8.54)  -0.661
C (-4.62, 1.74, -8.99)  -0.448
O (-3.38, 2.03, -8.35)  -0.379
H (-4.52, 4.57, -9.30)  0.038
H (-4.99, 4.67, -7.57)  0.316
H (-6.39, 3.00, -9.24)  0.329
H (-6.01, 2.56, -7.58)  0.284
H (-4.47, 1.74, -10.07)  0.250
H (-4.97, 0.75, -8.69)  0.366
O (7.88, -2.04, -0.25)  -0.605
C (8.60, -2.95, 0.07)  0.517
C (8.49, -3.75, 1.34)  -0.226
C (9.84, -4.44, 1.40)  -0.569
C (10.20, -4.57, -0.06)  -0.473
O (9.62, -3.42, -0.69)  -0.381
H (7.67, -4.47, 1.24)  0.283
H (8.34, -3.10, 2.20)  0.185
H (9.82, -5.40, 1.93)  0.331
H (10.56, -3.79, 1.91)  0.277
H (9.78, -5.47, -0.51)  0.263
H (11.28, -4.57, -0.21)  0.323
O (-6.13, 7.14, -8.40)  -0.556
C (-5.36, 7.54, -9.23)  0.516
C (-5.34, 8.93, -9.82)  -0.440
C (-4.46, 8.74, -11.04)  -0.510
C (-3.55, 7.61, -10.62)  -0.471
O (-4.33, 6.80, -9.74)  -0.300
H (-4.89, 9.62, -9.10)  0.263
H (-6.34, 9.25, -10.09)  0.286
H (-3.92, 9.64, -11.34)  0.327
H (-5.07, 8.42, -11.89)  0.268
H (-2.67, 7.97, -10.07)  0.279
H (-3.21, 7.02, -11.47)  0.317

For the electronic energy, the calculation gives -4701.0890 Ha. The LUMO energy is -2.06 eV. The calculation puts the strongest force on any atom at 0.146 hartree/bohr. The energy above the lowest of the compared OMol25 structures with the same formula, charge and spin comes out at 141.6 kcal/mol. The value obtained for the gap between HOMO and LUMO is 0.2210 Eh. The value obtained for the HOMO energy is -8.078 eV.